[1]
{
  "formula": "C19H21N3O2S3",
  "method": "ωB97M-V/def2-TZVPD",
  "species": ["N", "S", "O", "O", "C", "C", "C", "C", "N", "C", "S", "C", "C", "C", "C", "C", "C", "S", "N", "C", "C", "C", "C", "C", "C", "C", "C", "H", "H", "H", "H", "H", "H", "H", "H", "H", "H", "H", "H", "H", "H", "H", "H", "H", "H", "H", "H", "H"],
  "coordinates": [[2.50097, -5.62892, 4.62385], [3.49901, -5.07721, 3.45746], [3.72360, -6.29594, 2.85899], [4.71284, -4.62474, 4.18985], [2.58861, -3.75508, 2.65206], [1.97476, -3.95602, 1.43579], [1.17264, -2.94756, 0.88071], [0.92770, -1.76043, 1.57837], [0.01355, -0.85734, 1.08459], [0.60352, -0.14816, 0.16324], [2.38362, -0.26734, -0.16748], [2.10604, 0.85888, -1.45267], [0.75241, 1.32432, -1.62099], [0.55964, 2.17552, -2.80957], [0.53356, 1.79754, -4.10971], [0.23112, 2.95923, -5.01044], [0.28565, 4.19704, -4.37663], [0.43710, 3.90745, -2.58386], [-0.06403, 0.86497, -0.55202], [-1.49428, 1.15867, -0.19914], [-1.58851, 2.50283, 0.55328], [-3.16233, 2.87412, 0.77713], [-3.90211, 2.75252, -0.53625], [-3.82751, 1.35176, -1.23074], [-2.33479, 1.20117, -1.54349], [1.57835, -1.50576, 2.72020], [2.41405, -2.48591, 3.25349], [1.87188, -6.25628, 4.15583], [3.06140, -6.13823, 5.24569], [2.01931, -4.87217, 0.85423], [0.68311, -3.33886, -0.01185], [3.00670, 1.22643, -1.99405], [0.43531, 0.74164, -4.34986], [-0.01977, 2.90935, -6.05465], [0.04428, 5.08324, -4.89227], [-1.89209, 0.38972, 0.44088], [-0.94889, 2.62530, 1.37063], [-1.18073, 3.23098, -0.11066], [-3.63387, 2.23732, 1.53640], [-3.33489, 3.84455, 1.03416], [-4.90925, 3.17347, -0.44994], [-3.40121, 3.30005, -1.24414], [-4.20908, 0.54257, -0.62587], [-4.34278, 1.45892, -2.28548], [-2.08022, 0.23397, -2.06146], [-1.97050, 2.00999, -2.23906], [1.38578, -0.63222, 3.33443], [2.79032, -2.38535, 4.31097]],
  "forces_ev_per_a": [[-2.68, 2.29, 0.54], [3.15, 2.73, 5.55], [0.81, -3.69, -5.83], [-2.51, 0.90, -1.56], [0.28, 0.69, 0.17], [-0.57, 0.33, -0.88], [0.43, -1.94, 0.58], [-1.21, -1.35, -1.76], [0.43, 1.45, -1.93], [-1.04, 0.46, 1.18], [-1.89, 0.75, -0.49], [-2.01, 1.56, -1.04], [4.71, -1.49, 1.04], [-0.62, 1.02, 0.64], [-1.63, 1.41, -0.86], [1.06, 0.23, 2.06], [-0.35, -3.93, 1.37], [0.02, 0.38, -2.06], [0.68, -1.26, -0.04], [0.20, 1.46, -1.62], [-2.82, 0.07, -1.44], [1.85, -3.21, -0.92], [-1.37, -2.23, 0.51], [0.05, 1.89, -1.95], [1.18, -1.26, 0.31], [1.76, -0.68, 2.79], [0.48, -1.17, 2.05], [-0.45, -0.29, 0.08], [1.02, -0.70, 1.13], [0.33, -0.10, 0.40], [-0.27, 1.16, 0.02], [-1.25, -0.35, 0.12], [0.33, 0.29, -0.32], [0.22, -0.31, -0.24], [-0.05, 1.17, 0.12], [0.29, -0.66, 0.01], [0.58, -0.52, 1.84], [0.04, 0.86, -0.88], [0.29, -0.02, -0.04], [0.22, 2.80, 1.27], [-0.01, -0.34, 0.03], [1.11, 2.10, -1.58], [-0.25, -0.31, -0.05], [0.50, -0.57, 2.21], [-0.46, 0.77, 0.35], [-0.43, -0.61, 0.87], [-0.03, 0.07, -0.37], [-0.13, 0.16, -1.39]],
  "nbo_charge": [-1.066, 2.288, -0.952, -0.941, -0.380, -0.160, -0.270, 0.249, -0.570, 0.322, 0.354, -0.429, 0.120, -0.221, -0.238, -0.240, -0.364, 0.377, -0.419, -0.030, -0.406, -0.388, -0.393, -0.397, -0.411, -0.285, -0.119, 0.381, 0.397, 0.233, 0.232, 0.249, 0.236, 0.226, 0.236, 0.241, 0.219, 0.194, 0.197, 0.210, 0.207, 0.190, 0.207, 0.210, 0.215, 0.213, 0.237, 0.242]
}



[2]
{
  "formula": "C19H21N3O3",
  "method": "ωB97M-V/def2-TZVPD",
  "species": ["C", "C", "C", "C", "N", "N", "C", "O", "C", "N", "C", "O", "C", "C", "C", "C", "C", "C", "O", "C", "C", "C", "C", "C", "C", "H", "H", "H", "H", "H", "H", "H", "H", "H", "H", "H", "H", "H", "H", "H", "H", "H", "H", "H", "H", "H"],
  "coordinates": [[0.02579, 1.48538, -0.32173], [1.19003, 1.73862, -1.27189], [1.85259, 0.42690, -1.71655], [2.52496, -0.25608, -0.55102], [2.09846, -1.29546, 0.05564], [0.97693, -1.94793, -0.29947], [0.52044, -2.98590, 0.44569], [1.03106, -3.41623, 1.45130], [-0.78354, -3.56224, -0.14388], [-1.88441, -2.62929, -0.03958], [-2.07547, -1.63633, -0.93701], [-1.32029, -1.48153, -1.89196], [-3.23147, -0.75580, -0.71718], [-3.79154, -0.47533, 0.46808], [-4.88704, 0.43313, 0.63695], [-5.53960, 0.82802, 1.78449], [-6.54299, 1.73025, 1.38011], [-6.43461, 1.82269, 0.02315], [-5.44450, 1.04866, -0.43267], [3.76020, 0.32034, -0.00056], [4.49326, 1.30530, -0.66241], [5.64749, 1.82170, -0.10138], [6.09481, 1.36802, 1.12699], [5.37854, 0.38565, 1.79342], [4.22615, -0.13107, 1.23832], [-0.43118, 2.42512, -0.01972], [0.36685, 0.96835, 0.57340], [-0.73374, 0.87696, -0.80772], [1.92960, 2.37353, -0.77926], [0.82510, 2.26586, -2.15621], [2.59315, 0.63115, -2.49158], [1.08859, -0.21250, -2.16370], [0.41624, -1.65621, -1.10800], [-0.62471, -3.78613, -1.20354], [-1.03390, -4.47619, 0.39446], [-2.47880, -2.69309, 0.76926], [-3.57990, -0.25031, -1.60666], [-3.42827, -0.90688, 1.39114], [-5.32136, 0.50932, 2.78331], [-7.24637, 2.23932, 2.00608], [-6.98854, 2.38835, -0.70005], [4.18077, 1.67391, -1.62726], [6.20223, 2.58336, -0.63052], [6.99607, 1.77559, 1.56097], [5.72211, 0.02418, 2.75162], [3.66081, -0.89513, 1.74710]],
  "forces_ev_per_a": [[0.11, 0.12, -0.10], [-0.12, -0.09, 0.02], [-0.04, 0.04, 0.09], [-0.73, -0.44, -0.43], [0.54, -0.04, 0.56], [-0.18, 0.68, -0.98], [-0.36, -0.39, 0.03], [0.03, -0.10, 0.12], [0.38, 0.02, -0.02], [-0.08, -0.08, 0.19], [0.04, -0.26, 0.27], [-0.06, 0.07, -0.26], [-0.31, 0.34, 0.25], [0.28, -0.14, -0.69], [-0.44, 0.20, 1.15], [0.54, -0.36, -0.68], [-0.13, 0.19, -0.62], [-0.54, 0.36, 0.75], [0.40, -0.29, -0.35], [0.57, 0.22, 0.33], [-0.18, -0.17, 0.00], [0.17, 0.09, 0.04], [0.05, 0.06, -0.05], [0.03, 0.00, 0.03], [-0.04, 0.06, -0.06], [-0.07, 0.05, 0.08], [-0.02, -0.07, 0.13], [-0.09, -0.06, -0.02], [0.00, 0.05, -0.09], [0.08, 0.04, 0.00], [-0.02, -0.07, -0.03], [0.07, 0.00, -0.05], [0.15, -0.15, 0.29], [-0.08, -0.04, 0.12], [0.10, 0.12, -0.04], [-0.04, 0.00, -0.13], [-0.01, 0.01, -0.07], [0.06, -0.04, 0.07], [0.11, -0.12, 0.19], [-0.17, 0.14, 0.06], [0.00, 0.03, -0.17], [-0.08, 0.03, -0.08], [0.04, 0.05, -0.04], [0.07, 0.03, 0.03], [0.01, -0.04, 0.08], [-0.03, -0.06, 0.07]],
  "nbo_charge": [-0.617, -0.384, -0.472, 0.211, -0.227, -0.480, 0.656, -0.580, -0.318, -0.591, 0.643, -0.657, -0.281, -0.170, 0.209, -0.251, -0.320, 0.119, -0.390, -0.005, -0.235, -0.204, -0.211, -0.209, -0.197, 0.211, 0.207, 0.208, 0.206, 0.204, 0.224, 0.219, 0.413, 0.231, 0.231, 0.403, 0.236, 0.211, 0.229, 0.234, 0.208, 0.208, 0.209, 0.211, 0.213, 0.244]
}



[3]
{
  "formula": "C19H21N3O3Si",
  "method": "ωB97M-V/def2-TZVPD",
  "species": ["C", "C", "O", "C", "O", "C", "N", "C", "N", "C", "C", "C", "C", "C", "C", "Si", "C", "C", "C", "C", "C", "C", "O", "N", "C", "C", "H", "H", "H", "H", "H", "H", "H", "H", "H", "H", "H", "H", "H", "H", "H", "H", "H", "H", "H", "H", "H"],
  "coordinates": [[4.35196, -6.34824, -2.30176], [4.67989, -4.96149, -2.91996], [3.54020, -4.27916, -3.13646], [2.69035, -4.02057, -2.09825], [2.87199, -4.44427, -0.93539], [1.60610, -3.05304, -2.28087], [1.32049, -2.42595, -3.51201], [0.27894, -1.61575, -3.34025], [0.04829, -1.48074, -2.00313], [-0.54413, -0.40973, -1.32203], [-1.16383, 0.59114, -1.98956], [-1.86006, 1.56095, -1.29214], [-1.90654, 1.55165, 0.10855], [-2.40360, 2.71348, 0.75786], [-2.69265, 3.76136, 1.29945], [-2.81078, 5.03934, 2.52744], [-1.96900, 4.62154, 4.21719], [-4.50071, 5.89580, 2.83229], [-1.71046, 6.43628, 1.90957], [-1.25566, 0.54379, 0.79926], [-0.56829, -0.44672, 0.06597], [0.13733, -1.56106, 0.78533], [0.45980, -1.31991, 1.93190], [0.44044, -2.67080, 0.00721], [1.21622, -3.71175, 0.74732], [0.64456, -2.52769, -1.37964], [5.37960, -6.76084, -2.11852], [3.66408, -7.00170, -2.82502], [4.05025, -6.17239, -1.27285], [5.00064, -5.20719, -3.96058], [5.32583, -4.29981, -2.39549], [-0.00759, -0.93102, -4.11367], [-1.07550, 0.60608, -3.10878], [-2.32347, 2.37624, -1.89079], [-2.44008, 3.74754, 4.73077], [-2.00436, 5.44607, 4.97782], [-0.90878, 4.27214, 4.02804], [-4.64488, 6.50541, 3.73642], [-4.66196, 6.51321, 1.92099], [-5.14101, 5.01517, 2.92403], [-1.64914, 7.28340, 2.59373], [-0.76720, 5.92896, 1.79071], [-1.87774, 6.70512, 0.91082], [-1.06125, 0.49848, 1.92769], [2.26305, -3.55251, 0.61296], [0.87382, -3.76514, 1.78601], [1.10480, -4.64571, 0.26775]],
  "forces_ev_per_a": [[2.97, 0.90, 1.84], [0.15, -3.66, -1.33], [-5.19, 3.00, 0.13], [1.38, -0.55, 2.53], [0.72, 0.33, -3.64], [-2.10, 1.16, -1.71], [-1.26, -0.61, 0.14], [3.81, -0.44, -0.39], [-1.35, -0.46, 0.13], [-0.40, -1.44, 1.07], [-0.63, 1.18, -2.13], [-0.06, 0.44, -1.11], [0.26, 0.33, -0.40], [-0.30, 0.74, 0.59], [-0.19, -1.77, -0.45], [0.51, 3.46, 2.39], [0.08, -1.30, 0.09], [0.57, -0.97, -0.57], [0.23, -1.19, 0.79], [1.62, -0.98, 1.10], [-0.60, -0.31, 0.07], [-0.09, 2.23, -0.57], [0.01, -1.59, 0.01], [0.89, -0.39, 0.92], [-0.89, 0.65, 0.48], [2.23, 0.07, 1.48], [-0.90, -0.52, -0.67], [0.18, 0.18, -0.36], [-0.51, -0.29, -0.21], [0.52, 0.64, 0.81], [1.17, -0.13, 0.70], [-0.40, 0.13, 0.08], [-0.38, 0.24, 1.30], [0.30, -0.63, 0.82], [0.16, 0.54, -0.39], [0.15, -0.48, -1.01], [-1.00, 0.67, 0.25], [0.51, -0.24, -0.32], [-0.42, -0.57, 0.60], [-0.79, 0.44, -0.31], [0.07, -0.08, -0.16], [0.94, 0.06, 0.46], [-0.83, 0.89, -1.41], [-0.79, 0.27, -1.81], [0.31, 0.66, 0.87], [0.07, 0.32, -0.37], [-0.74, -0.92, -0.35]],
  "nbo_charge": [-0.657, -0.063, -0.478, 0.777, -0.651, -0.096, -0.377, 0.145, -0.349, 0.165, -0.221, -0.139, -0.211, 0.178, -0.545, 1.563, -1.086, -1.083, -1.088, -0.059, -0.163, 0.669, -0.573, -0.418, -0.408, 0.385, 0.207, 0.220, 0.244, 0.191, 0.188, 0.211, 0.224, 0.235, 0.232, 0.244, 0.237, 0.247, 0.238, 0.228, 0.235, 0.226, 0.229, 0.260, 0.241, 0.223, 0.219]
}



[4]
{
  "formula": "C19H21N3O5S",
  "method": "ωB97M-V/def2-TZVPD",
  "species": ["C", "O", "C", "C", "C", "C", "C", "C", "N", "C", "O", "C", "N", "C", "S", "O", "O", "C", "C", "C", "C", "C", "C", "C", "C", "C", "O", "N", "H", "H", "H", "H", "H", "H", "H", "H", "H", "H", "H", "H", "H", "H", "H", "H", "H", "H", "H", "H", "H"],
  "coordinates": [[-4.89784, -2.89145, -0.00854], [-4.31170, -1.61314, -0.01028], [-5.11872, -0.51872, 0.15017], [-6.48733, -0.55574, 0.35481], [-7.19909, 0.62570, 0.51190], [-6.55173, 1.84418, 0.46568], [-5.18214, 1.89732, 0.25864], [-4.45968, 0.72641, 0.09942], [-3.08077, 0.68820, -0.11908], [-2.18681, 1.69618, -0.16059], [-2.41871, 2.87748, -0.02562], [-0.76806, 1.16844, -0.42937], [-0.53150, -0.07565, 0.25762], [-0.26167, 0.02267, 1.67004], [0.37290, -1.21315, -0.57208], [0.33218, -2.41936, 0.19870], [-0.12612, -1.22710, -1.91466], [2.03963, -0.56576, -0.56520], [2.44349, 0.28994, -1.57171], [3.71300, 0.83590, -1.52809], [4.56760, 0.52406, -0.47292], [4.14711, -0.33520, 0.55158], [2.87572, -0.87677, 0.49156], [5.09788, -0.59535, 1.68238], [6.53031, -0.63985, 1.15861], [6.87036, 0.59662, 0.35511], [7.95513, 1.12665, 0.33609], [5.84051, 1.06672, -0.41508], [-5.37969, -3.11074, 0.94965], [-4.07586, -3.58753, -0.16774], [-5.62757, -2.99890, -0.81714], [-7.01162, -1.49739, 0.39517], [-8.26582, 0.58042, 0.67076], [-7.10812, 2.76040, 0.58790], [-4.66395, 2.84069, 0.21770], [-2.70688, -0.24804, -0.23529], [-0.68779, 0.96217, -1.49946], [-0.04357, 1.94684, -0.15491], [-1.11817, 0.47234, 2.17246], [-0.11487, -0.98870, 2.04057], [0.63038, 0.62691, 1.87818], [1.77029, 0.49958, -2.38671], [4.04896, 1.50084, -2.30948], [2.52416, -1.55692, 1.25127], [5.00559, 0.21227, 2.41661], [4.84701, -1.53051, 2.18348], [6.65561, -1.49862, 0.49204], [7.25034, -0.73630, 1.97082], [6.06639, 1.81970, -1.05301]],
  "forces_ev_per_a": [[-0.08, -0.29, 0.00], [0.05, 0.55, 0.01], [0.00, 0.14, 0.02], [0.17, -0.22, -0.04], [-0.05, 0.15, 0.01], [-0.14, -0.12, 0.02], [0.10, 0.03, -0.02], [-0.22, -0.02, 0.01], [-0.13, -0.62, -0.06], [0.43, -0.16, 0.02], [-0.01, 0.21, -0.04], [0.00, 0.45, -0.28], [0.42, -0.78, -0.64], [0.15, -0.12, 0.42], [-0.09, 0.12, 0.05], [0.23, 0.17, 0.24], [0.16, 0.29, -0.09], [-0.77, -0.32, 0.00], [0.04, 0.09, -0.08], [0.01, -0.04, 0.12], [-0.49, -0.31, 0.05], [-0.06, 0.05, -0.05], [0.16, 0.01, -0.01], [0.05, -0.02, -0.06], [0.04, 0.02, 0.18], [0.17, -0.26, 0.19], [0.20, 0.05, 0.03], [-0.07, 0.49, -0.37], [0.01, 0.03, -0.05], [-0.11, 0.00, 0.01], [0.03, 0.02, 0.04], [0.00, -0.11, 0.00], [-0.09, -0.01, 0.01], [-0.04, 0.09, 0.01], [0.04, 0.03, -0.01], [0.02, 0.19, 0.05], [-0.06, 0.23, 0.03], [-0.16, -0.05, 0.01], [-0.01, -0.01, -0.01], [-0.04, 0.08, 0.24], [-0.03, 0.02, 0.00], [-0.03, 0.07, -0.16], [0.03, 0.05, -0.11], [0.04, -0.11, 0.16], [0.01, -0.04, 0.04], [-0.01, 0.05, 0.03], [0.02, 0.00, 0.00], [0.02, 0.05, -0.13], [0.09, -0.11, 0.14]],
  "nbo_charge": [-0.249, -0.525, 0.344, -0.315, -0.209, -0.224, -0.221, 0.087, -0.615, 0.679, -0.604, -0.333, -0.676, -0.431, 2.336, -0.937, -0.939, -0.378, -0.162, -0.267, 0.259, -0.070, -0.162, -0.419, -0.499, 0.688, -0.578, -0.631, 0.177, 0.207, 0.179, 0.220, 0.213, 0.215, 0.253, 0.437, 0.254, 0.211, 0.219, 0.237, 0.185, 0.242, 0.220, 0.240, 0.221, 0.229, 0.234, 0.245, 0.414]
}



These records have relative energy (zero: lowest compared OMol25 entry of this formula, charge and spin) values of 82.0, 69.2, 54.9, 12.6 kcal/mol, in the order they appear.